58
Properties=species:S:1:pos:R:3 method="wB97M-V/def2-TZVPD" total_energy_ha=-1831.07467 smiles="COc1ccc(CCNC(=O)CSc2nc(-c3ccc(OC)c(OC)c3)ccc2C#N)cc1" homo_lumo_gap_ha=0.286 relative_energy_kj_mol=115.46 charge=0
C 3.87 1.02 2.33
H 4.20 0.48 1.44
O 2.52 1.40 2.24
C 1.57 0.42 2.25
C 1.84 -0.94 2.16
C 0.80 -1.85 2.19
C -0.52 -1.43 2.31
C -0.78 -0.07 2.39
C 0.25 0.85 2.37
H 0.06 1.90 2.45
H -1.80 0.28 2.49
C -1.63 -2.45 2.34
C -1.81 -3.12 0.98
N -2.26 -2.17 -0.01
C -3.22 -2.43 -0.90
O -3.82 -3.49 -0.97
C -3.50 -1.27 -1.85
H -4.29 -1.56 -2.54
H -2.60 -0.98 -2.39
S -4.11 0.21 -0.98
C -2.63 1.11 -0.70
N -1.47 0.52 -0.91
C -0.33 1.19 -0.73
C -0.35 2.53 -0.31
C -1.55 3.15 -0.06
C -2.74 2.45 -0.26
C -3.99 3.05 -0.02
N -4.99 3.57 0.18
H -1.59 4.17 0.28
H 0.57 3.07 -0.14
C 0.91 0.45 -0.97
C 0.88 -0.93 -1.17
C 2.05 -1.63 -1.33
C 3.30 -1.01 -1.33
C 3.33 0.39 -1.17
C 2.15 1.09 -1.00
H 2.19 2.15 -0.87
O 4.56 1.02 -1.18
C 4.61 2.42 -1.12
H 5.67 2.67 -1.17
H 4.09 2.88 -1.96
H 4.20 2.80 -0.17
O 4.34 -1.85 -1.47
C 5.66 -1.39 -1.65
H 6.26 -2.29 -1.81
H 6.03 -0.86 -0.77
H 5.75 -0.74 -2.52
H 2.04 -2.70 -1.47
H -0.06 -1.45 -1.20
H -1.79 -1.27 -0.04
H -0.86 -3.57 0.66
H -2.57 -3.91 1.02
H -2.57 -1.97 2.63
H -1.40 -3.22 3.08
H 1.02 -2.90 2.13
H 2.85 -1.30 2.06
H 4.06 0.40 3.21
H 4.44 1.95 2.42

59
Properties=species:S:1:pos:R:3 method="wB97M-V/def2-TZVPD" total_energy_ha=-12733.20060 spin_multiplicity=5 homo_lumo_gap_ha="0.233 / 0.222" relative_energy_kj_mol=343.45 charge=-1
Fe 6.66 7.60 13.44
C 6.74 10.53 9.64
C 6.28 9.25 8.88
C 4.89 9.32 8.21
C 6.25 8.03 9.89
C 7.09 6.93 9.71
C 7.08 5.94 10.67
C 6.22 5.92 11.74
C 5.94 4.67 12.62
C 5.31 6.99 11.92
C 5.39 8.07 10.98
H 6.69 11.38 8.91
H 7.81 10.53 9.90
H 6.18 10.71 10.53
H 7.05 9.01 8.09
H 4.08 9.58 8.92
H 4.66 8.29 7.75
H 4.86 9.97 7.36
H 7.81 6.82 8.95
H 7.65 5.00 10.50
H 6.73 3.97 12.80
H 5.18 4.17 12.11
H 5.65 5.05 13.63
H 4.45 6.85 12.52
H 4.73 8.92 11.09
Br 6.07 11.41 19.35
C 6.51 10.04 18.05
C 6.76 8.78 18.50
Br 6.91 8.34 20.38
C 6.81 7.70 17.63
Br 7.23 5.96 18.32
C 6.58 7.93 16.24
O 6.57 6.96 15.36
C 6.44 9.27 15.85
O 6.23 9.45 14.45
C 6.36 10.34 16.72
Br 7.67 12.49 16.25
C 9.67 7.36 13.96
N 8.75 8.29 13.28
C 9.23 8.47 11.93
C 8.95 9.63 13.98
C 7.97 10.70 13.48
C 8.35 11.78 12.70
C 7.47 12.74 12.31
C 6.17 12.61 12.70
C 5.72 11.57 13.53
C 6.61 10.55 13.81
H 10.66 7.82 13.85
H 9.61 6.39 13.40
H 9.50 7.27 15.02
H 10.22 8.85 11.83
H 8.58 9.20 11.35
H 9.16 7.55 11.32
H 9.94 9.93 13.77
H 8.74 9.51 14.99
H 9.41 11.89 12.49
H 7.87 13.58 11.70
H 5.40 13.40 12.51
H 4.67 11.50 13.89

62
Properties=species:S:1:pos:R:3 method="wB97M-V/def2-TZVPD" total_energy_ha=-4547.12500 homo_lumo_gap_ha=0.268 relative_energy_kj_mol=89.73 charge=+1
Pd -0.37 0.51 0.90
O 4.07 3.16 1.24
C 3.39 2.81 2.39
C 4.00 2.80 3.63
C 3.27 2.38 4.74
C 1.95 1.99 4.60
C 1.35 2.04 3.35
C 2.05 2.45 2.23
C 1.47 2.53 0.83
O 0.09 2.39 0.73
N 2.08 1.53 -0.05
N 1.33 0.45 -0.33
C 1.78 -0.49 -1.07
C 0.97 -1.58 -1.61
Br -0.86 -1.46 -1.18
C 1.47 -2.48 -2.44
C 0.84 -3.57 -3.21
C -0.20 -4.35 -2.71
C -0.78 -5.33 -3.51
C -0.34 -5.53 -4.81
C 0.72 -4.77 -5.30
C 1.31 -3.81 -4.50
H 4.95 3.46 1.47
H 5.03 3.10 3.73
H 3.75 2.37 5.72
H 1.38 1.67 5.46
H 0.30 1.79 3.24
H 1.77 3.49 0.41
H 3.07 1.52 -0.22
H 2.81 -0.44 -1.42
H 2.53 -2.34 -2.65
H -0.53 -4.24 -1.69
H -1.58 -5.94 -3.11
H -0.80 -6.28 -5.43
H 1.08 -4.93 -6.30
H 2.14 -3.23 -4.88
C -2.47 4.79 -0.96
C -2.86 3.37 -0.70
C -3.58 2.58 -1.54
C -3.80 1.25 -1.17
N -3.35 0.74 -0.02
C -2.67 1.54 0.81
S -2.13 1.02 2.38
N -2.46 2.83 0.46
C -4.54 0.30 -2.06
H -2.76 5.09 -1.96
H -1.39 4.90 -0.85
H -2.96 5.45 -0.24
H -3.96 2.96 -2.48
H -1.82 3.35 1.06
H -4.91 0.79 -2.96
H -5.38 -0.13 -1.52
H -3.88 -0.52 -2.35
N -1.14 -2.13 2.43
C -0.71 -3.10 3.26
C 0.66 -2.95 3.37
C 0.96 -1.84 2.57
N -0.14 -1.35 2.01
H -2.09 -1.90 2.16
H -1.39 -3.81 3.70
H 1.34 -3.55 3.95
H 1.91 -1.37 2.38

58
Properties=species:S:1:pos:R:3 method="wB97M-V/def2-TZVPD" total_energy_ha=-2141.15907 smiles="CN(C)c1ccc(C(c2ccc(N(C)C)cc2)[C@@H](Cl)S(=O)(=O)c2ccc(C#N)cc2)cc1" homo_lumo_gap_ha=0.266 relative_energy_kj_mol=0.00 charge=0
C 1.15 6.35 0.54
N 2.35 5.52 0.42
C 3.54 6.17 0.97
C 2.16 4.11 0.32
C 2.33 3.50 -0.95
C 1.82 2.19 -1.14
C 1.17 1.46 -0.10
C 0.71 0.04 -0.35
C 1.02 -1.03 0.66
C 1.02 -2.36 0.14
C 1.54 -3.45 0.89
C 1.80 -3.31 2.28
N 1.87 -4.46 3.10
C 2.97 -4.74 4.03
C 0.60 -5.04 3.52
C 1.81 -2.00 2.85
C 1.39 -0.90 2.06
C 0.88 2.16 1.13
C 1.61 3.35 1.39
H 0.38 6.03 -0.16
H 0.75 6.34 1.56
H 1.42 7.38 0.31
H 4.43 5.70 0.55
H 3.49 7.24 0.67
H 3.55 6.10 2.07
H 2.81 4.04 -1.77
H 2.07 1.69 -2.08
H 0.94 -0.35 -1.37
H 0.78 -2.48 -0.91
H 1.70 -4.42 0.41
H 3.91 -4.59 3.49
H 2.93 -4.07 4.90
H 2.86 -5.78 4.35
H -0.13 -5.06 2.70
H 0.77 -6.06 3.85
H 0.16 -4.51 4.37
H 2.10 -1.87 3.93
H 1.53 0.10 2.50
H 0.21 1.66 1.88
H 1.72 3.73 2.42
N -8.21 -1.11 -5.42
C -7.19 -1.10 -4.87
C -5.94 -1.11 -4.18
C -5.90 -1.26 -2.78
C -4.68 -1.30 -2.09
C -3.43 -1.19 -2.76
S -1.76 -1.50 -1.94
C -0.75 -0.09 -1.25
Cl -0.59 1.06 -2.77
O -2.13 -2.46 -0.90
O -1.00 -2.00 -3.05
C -3.49 -1.00 -4.16
C -4.72 -0.96 -4.86
H -6.85 -1.34 -2.23
H -4.69 -1.49 -1.01
H -1.46 0.26 -0.49
H -2.57 -0.94 -4.75
H -4.73 -0.81 -5.95

57
Properties=species:S:1:pos:R:3 method="wB97M-V/def2-TZVPD" total_energy_ha=-1705.86899 smiles="Cc1ccc(CNC(=O)CNC(=S)N(Cc2ccccc2)Cc2ccccc2F)cc1" homo_lumo_gap_ha=0.331 relative_energy_kj_mol=5.52 charge=0
C 1.40 4.08 0.82
C 2.21 2.86 0.51
C 2.40 1.88 1.48
C 3.16 0.76 1.22
C 3.73 0.57 -0.04
C 3.53 1.54 -1.01
C 2.78 2.67 -0.74
H 2.65 3.42 -1.50
H 3.96 1.40 -1.99
C 4.54 -0.67 -0.33
N 3.75 -1.87 -0.11
C 3.28 -2.63 -1.11
O 3.57 -2.50 -2.28
C 2.25 -3.67 -0.63
N 0.94 -3.05 -0.56
C 0.53 -2.33 0.51
N -0.65 -1.68 0.42
C -1.54 -1.91 -0.71
C -2.97 -1.58 -0.35
C -3.69 -0.61 -1.04
C -4.99 -0.29 -0.72
C -5.61 -0.96 0.33
C -4.92 -1.93 1.03
C -3.62 -2.24 0.69
H -3.08 -3.01 1.23
H -5.40 -2.46 1.84
H -6.63 -0.71 0.59
H -5.51 0.47 -1.29
F -3.10 0.03 -2.07
H -1.25 -1.30 -1.58
H -1.49 -2.97 -0.97
C -0.95 -0.58 1.31
C -1.21 0.69 0.55
C -0.36 1.07 -0.49
C -0.62 2.21 -1.22
C -1.72 3.00 -0.92
C -2.55 2.64 0.12
C -2.31 1.49 0.85
H -2.97 1.20 1.65
H -3.41 3.25 0.36
H -1.92 3.89 -1.50
H 0.04 2.49 -2.03
H 0.51 0.47 -0.71
H -0.08 -0.45 1.96
H -1.81 -0.82 1.95
S 1.39 -2.32 1.94
H 0.57 -2.80 -1.46
H 2.20 -4.49 -1.35
H 2.51 -4.06 0.36
H 3.34 -1.99 0.82
H 4.87 -0.69 -1.37
H 5.41 -0.71 0.33
H 3.30 0.02 1.99
H 1.96 2.01 2.46
H 1.28 4.71 -0.06
H 1.89 4.67 1.60
H 0.41 3.80 1.19

58
Properties=species:S:1:pos:R:3 method="wB97M-V/def2-TZVPD" total_energy_ha=-1454.00120 smiles="CNC(=O)[C@H](Cc1ccccc1)NC(C)=O.O=C(c1ccccc1)c1ccc(O)c(O)c1" homo_lumo_gap_ha=0.322 relative_energy_kj_mol=101.51 charge=0
O 2.65 -1.56 -0.38
O -2.11 6.95 1.07
O 0.71 2.38 0.31
O -2.15 -5.15 -2.43
O 0.22 -6.09 -3.41
C 2.73 -2.71 -0.79
C -1.25 6.09 1.11
C -0.33 3.02 0.39
C 6.68 -4.42 -0.84
C -4.78 0.73 1.34
C 6.50 -3.06 -1.09
C 5.58 -5.24 -0.57
C -4.89 1.94 2.03
C -3.52 0.15 1.12
C -0.97 -3.51 -1.12
C 5.21 -2.52 -1.09
C 4.29 -4.70 -0.57
C 0.24 -2.93 -0.72
C 1.45 -4.47 -2.13
C -3.74 2.59 2.52
C -2.36 0.80 1.60
C -0.97 -4.57 -2.02
C 0.25 -5.05 -2.53
C 4.08 -3.33 -0.83
C 1.47 -3.39 -1.21
C -2.47 2.02 2.29
N -1.12 3.06 -0.69
N -1.52 4.91 1.66
C 0.11 6.36 0.51
C -2.45 3.63 -0.88
C -1.21 2.74 2.75
C -0.64 3.74 1.73
H -2.90 -4.70 -2.01
H -0.72 -6.31 -3.55
H 7.69 -4.84 -0.84
H -5.67 0.24 0.97
H 7.35 -2.42 -1.29
H 5.73 -6.29 -0.37
H -5.86 2.38 2.20
H -3.43 -0.78 0.59
H -1.90 -3.12 -0.73
H 5.08 -1.46 -1.27
H 3.45 -5.35 -0.34
H 0.21 -2.09 -0.03
H 2.37 -4.85 -2.57
H -3.83 3.52 3.06
H -1.39 0.36 1.42
H -0.74 2.55 -1.47
H -2.45 4.81 2.02
H 0.29 5.69 -0.33
H 0.88 6.21 1.27
H 0.15 7.39 0.17
H -2.39 4.71 -1.03
H -3.09 3.43 -0.01
H -2.92 3.19 -1.75
H -0.45 2.00 2.97
H -1.42 3.27 3.69
H 0.32 4.07 2.12

66
Properties=species:S:1:pos:R:3 method="wB97M-V/def2-TZVPD" total_energy_ha=-3030.32435 spin_multiplicity=3 homo_lumo_gap_ha="0.219 / 0.255" relative_energy_kj_mol=93.94 charge=0
Ti -0.56 -0.13 -0.05
O 3.46 0.61 0.59
C 2.23 0.08 0.42
O 1.25 0.79 0.04
C 2.01 -1.30 0.65
C 2.89 -2.26 1.20
C 2.43 -3.54 1.38
C 1.10 -3.86 1.06
C 0.28 -2.86 0.58
N 0.72 -1.62 0.35
C -1.21 -2.92 0.29
O -1.80 -3.96 0.09
O -1.71 -1.74 0.26
H 3.40 1.58 0.53
H 3.87 -1.94 1.50
H 3.08 -4.30 1.79
H 0.70 -4.85 1.21
C -4.03 -1.79 3.87
C -3.95 -0.27 4.05
N -2.60 0.20 3.82
C -2.12 0.29 2.56
S -0.39 0.31 2.38
N -2.94 0.41 1.55
N -2.33 0.64 0.38
C -3.01 0.72 -0.75
C -4.46 0.35 -0.84
C -2.18 1.20 -1.81
C -2.56 1.58 -3.11
C -1.66 2.23 -3.92
C -0.37 2.49 -3.44
C -0.02 2.01 -2.20
N -0.87 1.36 -1.41
H -5.06 -2.12 3.94
H -3.43 -2.31 4.62
H -3.64 -2.05 2.89
H -4.25 0.02 5.05
H -4.59 0.23 3.32
H -1.91 -0.07 4.51
H -4.99 0.72 0.03
H -4.53 -0.74 -0.82
H -4.94 0.71 -1.74
H -3.56 1.39 -3.46
H -1.95 2.57 -4.91
H 0.35 3.02 -4.03
H 0.98 2.15 -1.80
C -1.86 -3.32 -3.17
C -1.28 -2.15 -2.59
N -0.81 -1.21 -2.11
H -2.90 -3.42 -2.83
H -1.30 -4.19 -2.83
H -1.84 -3.25 -4.25
N 5.53 -2.48 -1.02
C 5.55 -1.77 -2.17
O 6.55 -1.64 -2.84
C 4.25 -1.17 -2.57
C 4.25 -0.02 -3.36
C 3.05 0.51 -3.79
C 1.88 -0.15 -3.43
N 1.86 -1.25 -2.69
C 3.01 -1.75 -2.28
H 6.39 -2.90 -0.71
H 4.74 -2.49 -0.41
H 5.20 0.43 -3.61
H 3.01 1.40 -4.39
H 0.91 0.20 -3.76
H 2.95 -2.67 -1.71

66
Properties=species:S:1:pos:R:3 method="wB97M-V/def2-TZVPD" total_energy_ha=-4542.12891 spin_multiplicity=2 homo_lumo_gap_ha="0.248 / 0.190" relative_energy_kj_mol=36.90 charge=+3
Ti 0.52 0.46 2.43
C -3.79 0.70 3.10
C -2.73 -0.04 2.58
N -1.59 0.67 2.66
N -1.91 1.85 3.25
C -3.22 1.89 3.51
B -0.77 2.89 3.32
N -0.37 3.22 1.85
C -0.54 4.22 0.98
C 0.00 3.85 -0.24
C 0.49 2.57 -0.04
N 0.26 2.18 1.22
N 0.51 2.04 3.70
C 1.47 2.50 4.42
C 2.81 1.98 4.39
C 3.21 1.06 3.37
N 2.32 0.58 2.58
N -1.07 3.94 4.31
C -1.17 5.30 4.33
C -1.43 5.68 5.62
C -1.48 4.47 6.34
N -1.27 3.42 5.56
H -4.82 0.40 3.17
H -2.73 -1.03 2.16
H -3.66 2.76 3.98
H -1.03 5.13 1.27
H 0.03 4.44 -1.14
H 0.99 1.92 -0.74
H 1.28 3.37 5.04
H 3.54 2.37 5.08
H 4.26 0.78 3.27
H -1.04 5.90 3.45
H -1.57 6.68 5.99
H -1.66 4.33 7.40
N -0.86 -0.08 5.67
C -0.26 -1.05 4.98
N -0.27 -2.30 5.42
O 0.37 -0.81 3.88
H -1.32 -0.28 6.54
H -0.88 0.88 5.36
H -0.70 -2.56 6.30
H 0.25 -3.00 4.93
Ge 0.74 -5.72 -2.21
C -0.42 -4.47 -3.00
C -0.05 -3.63 -4.06
C -1.00 -2.85 -4.67
C -2.32 -2.89 -4.24
C -2.70 -3.71 -3.18
C -1.75 -4.50 -2.56
C 2.44 -6.27 -2.75
C 3.05 -7.26 -1.96
C 4.28 -7.78 -2.32
C 4.90 -7.32 -3.48
C 4.30 -6.34 -4.27
C 3.08 -5.81 -3.91
H 0.17 -6.47 -1.01
H 0.97 -3.60 -4.42
H -0.73 -2.21 -5.50
H -3.07 -2.29 -4.74
H -3.73 -3.76 -2.86
H -2.05 -5.16 -1.75
H 2.56 -7.64 -1.07
H 4.74 -8.55 -1.72
H 5.86 -7.73 -3.77
H 4.80 -6.00 -5.17
H 2.62 -5.07 -4.55